Entry from OMol25: a cluster of 3 separate species, C18H50BN7O7P2 in total in a non-equilibrium geometry (ωB97M-V/def2-TZVPD).

Results
- E_HOMO: -8.0 eV
- Multiplicity: 1
- SMILES: CN(C)P(=O)(N(C)C)N(C)C.CN(C)P(=O)(N(C)C)N(C)C.CN(C)B(O)OC(=O)OCCCO

Last columns: bonded neighbours and bond lengths (Å).
Atoms and positions in Å:
1 O 5.62 -1.54 -3.15  P24 1.548
2 H -9.63 -0.49 2.50  C36 1.093
3 H -6.19 -1.27 -0.71  C26 1.095
4 H -9.73 -0.54 0.17  C15 1.084
5 H 2.92 0.85 1.22  C49 1.186
6 O -6.88 2.23 0.22  P50 1.548
7 H 0.13 4.01 1.78  C72 1.185
8 H -10.41 2.72 1.66  C41 1.096
9 H -3.37 1.62 0.27  C32 1.186
10 C 1.68 -1.08 0.59  C31 1.672, C49 1.672, H54 1.193, H77 1.170
11 C -6.33 -0.91 2.70  N16 1.469, H35 1.096, H48 1.095, H52 1.095
12 H 9.19 -2.27 -0.50  C19 1.096
13 H -9.15 -1.04 -1.39  C15 1.096
14 H 7.08 1.22 -5.18  C57 1.096
15 C -8.84 -0.87 -0.35  H4 1.084, H13 1.096, H56 1.098, N60 1.455
16 N -7.56 -0.47 2.04  C11 1.469, C36 1.462, P50 1.780
17 H 8.03 -4.53 -3.37  C37 1.096
18 H 6.00 -3.13 -0.84  C59 1.092
19 C 9.52 -1.52 -1.23  H12 1.096, N25 1.462, H29 1.097, H63 1.093
20 H 7.38 0.99 -0.78  C69 1.095
21 H 5.67 -3.94 -2.38  C59 1.099
22 H 7.34 1.70 -3.49  C57 1.095
23 O -2.45 0.75 2.65  C30 1.472, B85 1.502
24 P 6.93 -1.12 -2.44  O1 1.548, N25 1.780, N44 1.713, N61 1.725
25 N 8.44 -0.63 -1.63  C19 1.462, P24 1.780, C69 1.469
26 C -6.67 -0.38 -1.15  H3 1.095, H46 1.096, N60 1.468, H80 1.095
27 H 4.10 -0.56 2.35  O38 1.016
28 H 6.95 -4.54 -1.31  C59 1.092
29 H 10.34 -0.96 -0.77  C19 1.097
30 C -1.48 -0.33 2.85  O23 1.472, O66 1.494, O84 1.358
31 C 0.74 -0.48 1.84  C10 1.672, H40 1.193, O66 1.486, H82 1.183
32 C -2.26 1.98 0.07  H9 1.186, N45 1.512, H70 1.193, H76 1.193
33 H 5.85 0.89 -3.98  C57 1.095
34 H 0.48 2.58 0.57  C72 1.171
35 H -6.04 -0.22 3.51  C11 1.096
36 C -8.66 -0.60 2.99  H2 1.093, N16 1.462, H65 1.096, H78 1.097
37 C 7.95 -3.45 -3.53  H17 1.096, H58 1.095, N61 1.461, H81 1.089
38 O 4.16 -0.88 1.39  H27 1.016, C49 1.501
39 H -8.05 3.87 1.73  C71 1.099
40 H 0.79 0.70 1.70  C31 1.193
41 C -9.76 2.01 1.13  H8 1.096, H53 1.095, N74 1.461, H79 1.089
42 H -7.13 2.97 2.94  C71 1.092
43 O -1.13 2.68 3.78  H62 1.010, B85 1.505
44 N 7.55 -0.38 -3.86  P24 1.713, C57 1.468, C67 1.455
45 N -1.69 2.80 1.21  C32 1.512, C72 1.512, B85 1.517
46 H -7.02 -0.64 -2.16  C26 1.096
47 H -8.82 3.35 3.24  C71 1.092
48 H -5.50 -0.95 1.98  C11 1.095
49 C 3.08 -0.16 0.63  H5 1.186, C10 1.672, O38 1.501, H68 1.185
50 P -7.20 0.97 1.06  O6 1.548, N16 1.780, N60 1.713, N74 1.725
51 H 9.52 0.42 -3.74  C67 1.098
52 H -6.43 -1.92 3.12  C11 1.095
53 H -9.60 2.40 0.12  C41 1.095
54 H 1.14 -0.85 -0.45  C10 1.193
55 H 8.97 0.74 -0.08  C69 1.095
56 H -8.55 -1.84 0.07  C15 1.098
57 C 6.93 0.92 -4.14  H14 1.096, H22 1.095, H33 1.095, N44 1.468
58 H 7.31 -3.29 -4.40  C37 1.095
59 C 6.47 -3.64 -1.69  H18 1.092, H21 1.099, H28 1.092, N61 1.473
60 N -7.76 0.10 -0.30  C15 1.455, C26 1.468, P50 1.713
61 N 7.45 -2.76 -2.35  P24 1.725, C37 1.461, C59 1.473
62 H -1.37 2.12 4.58  O43 1.010
63 H 9.97 -2.03 -2.08  C19 1.093
64 H 7.64 -0.37 0.32  C69 1.096
65 H -8.59 0.12 3.81  C36 1.096
66 O -0.67 -0.95 1.76  C30 1.494, C31 1.486
67 C 8.93 -0.32 -4.30  N44 1.455, H51 1.098, H75 1.096, H83 1.084
68 H 3.43 0.15 -0.45  C49 1.185
69 C 8.09 0.22 -0.48  H20 1.095, N25 1.469, H55 1.095, H64 1.096
70 H -1.56 1.07 -0.27  C32 1.193
71 C -8.11 3.06 2.46  H39 1.099, H42 1.092, H47 1.092, N74 1.473
72 C -0.32 3.36 0.90  H7 1.185, H34 1.171, N45 1.512, H73 1.193
73 H -0.43 4.13 -0.01  C72 1.193
74 N -8.51 1.79 1.84  C41 1.461, P50 1.725, C71 1.473
75 H 8.99 -0.04 -5.36  C67 1.096
76 H -2.33 2.69 -0.89  C32 1.193
77 H 1.89 -2.22 0.69  C10 1.170
78 H -8.68 -1.60 3.43  C36 1.097
79 H -10.36 1.10 1.08  C41 1.089
80 H -5.89 0.38 -1.29  C26 1.095
81 H 8.97 -3.14 -3.78  C37 1.089
82 H 1.20 -0.75 2.90  C31 1.183
83 H 9.44 -1.28 -4.23  C67 1.084
84 O -1.36 -0.84 4.11  C30 1.358
85 B -1.75 2.08 2.54  O23 1.502, O43 1.505, N45 1.517

Entry from OMol25: a cluster of 3 separate species, C19H27BF10N3O9 in total in a non-equilibrium geometry (ωB97M-V/def2-TZVPD).

Results
- Net charge: -1
- E_HOMO: -4.8 eV
- Multiplicity: 1

Last columns: bonded neighbours and bond lengths (Å).
Atoms and positions in Å:
1 H 0.91 -3.03 -0.12  C61 1.156
2 H -4.28 -1.06 2.18  C11 1.089
3 O 3.88 1.34 1.87  H41 0.985, C48 1.454
4 C -7.87 -0.44 4.65  H18 1.090, H33 1.092, C50 1.505, H59 1.092
5 F 1.48 -4.15 -2.28  C53 1.435
6 C -6.54 -2.21 6.63  H7 1.088, H24 1.092, N40 1.447, H56 1.092
7 H -7.61 -2.22 6.46  C6 1.088
8 N -2.59 -0.33 1.15  C11 1.445, C25 1.362, H28 1.014
9 O -5.65 0.35 4.25  C50 1.223
10 O 2.44 1.11 3.68  C48 1.272
11 C -3.34 -1.40 1.76  H2 1.089, N8 1.445, H13 1.093, H63 1.093
12 C -4.25 1.41 1.64  H16 1.092, C25 1.506, H44 1.091, H47 1.091
13 H -2.72 -1.84 2.55  C11 1.093
14 H 3.33 0.46 -2.91  C67 1.159
15 F 2.77 1.64 -5.05  C26 1.436
16 H -5.07 0.88 1.15  C12 1.092
17 F 5.21 4.42 -4.80  C62 1.436
18 H -8.14 0.28 3.88  C4 1.090
19 O 0.86 -2.84 -4.09  C53 1.246
20 B 1.28 0.29 0.17  C21 1.642, O27 1.505, H35 1.206, O38 1.475
21 C 1.21 1.22 1.52  B20 1.642, H23 1.155, C48 1.602, H54 1.151
22 H -4.85 -1.17 5.89  N40 1.011
23 H 0.30 0.92 2.16  C21 1.155
24 H -6.35 -1.96 7.68  C6 1.092
25 C -2.93 0.98 1.05  N8 1.362, C12 1.506, O64 1.224
26 C 4.08 2.21 -4.91  F15 1.436, F49 1.447, C62 1.604, C66 1.628
27 O 0.48 -0.99 0.14  B20 1.505, C61 1.466
28 H -1.69 -0.55 0.73  N8 1.014
29 F 1.78 4.42 -3.77  C37 1.437
30 N 0.65 -1.76 -2.00  C53 1.488, C58 1.484, C61 1.515
31 H 5.24 -2.45 -2.72  C46 1.161
32 F 5.41 0.06 -4.89  C66 1.449
33 H -8.39 -0.18 5.58  C4 1.092
34 H 4.85 -2.37 -0.20  C69 1.153
35 H 0.71 0.92 -0.69  B20 1.206
36 H 2.86 -1.73 0.86  C51 1.158
37 C 2.77 4.57 -4.81  F29 1.437, F42 1.419, H60 1.156, C62 1.613
38 O 2.58 -0.12 -0.39  B20 1.475, C51 1.442
39 F 4.09 3.79 -2.91  C62 1.433
40 N -5.85 -1.25 5.80  C6 1.447, H22 1.011, C50 1.362
41 H 4.14 0.45 1.53  O3 0.985
42 F 2.29 4.25 -6.10  C37 1.419
43 O 5.18 -0.43 -2.16  C46 1.447, C67 1.439
44 H -4.26 1.21 2.71  C12 1.091
45 H 4.46 1.51 -1.91  C67 1.159
46 C 4.47 -1.69 -2.30  H31 1.161, O43 1.447, H55 1.160, C69 1.602
47 H -4.39 2.48 1.48  C12 1.091
48 C 2.54 1.20 2.42  O3 1.454, O10 1.272, C21 1.602
49 F 4.62 2.25 -6.25  C26 1.447
50 C -6.38 -0.41 4.87  C4 1.505, O9 1.223, N40 1.362
51 C 2.69 -1.55 -0.27  H36 1.158, O38 1.442, C61 1.616, C69 1.601
52 H 3.67 -3.41 -1.14  C69 1.158
53 C 1.00 -2.93 -2.86  F5 1.435, O19 1.246, N30 1.488
54 H 1.04 2.32 1.22  C21 1.151
55 H 3.63 -1.66 -3.09  C46 1.160
56 H -6.13 -3.20 6.43  C6 1.092
57 O -1.58 -2.61 -1.65  C58 1.256
58 C -0.83 -1.65 -1.96  N30 1.484, O57 1.256, F68 1.433
59 H -8.17 -1.44 4.31  C4 1.092
60 H 3.09 5.68 -4.78  C37 1.156
61 C 1.19 -2.02 -0.61  H1 1.156, O27 1.466, N30 1.515, C51 1.616
62 C 4.05 3.71 -4.34  F17 1.436, C26 1.604, C37 1.613, F39 1.433
63 H -3.53 -2.16 1.00  C11 1.093
64 O -2.18 1.77 0.49  C25 1.224
65 F 6.35 1.91 -3.91  C66 1.439
66 C 5.09 1.23 -4.09  C26 1.628, F32 1.449, F65 1.439, C67 1.608
67 C 4.46 0.68 -2.72  H14 1.159, O43 1.439, H45 1.159, C66 1.608
68 F -1.50 -0.42 -2.28  C58 1.433
69 C 3.95 -2.31 -0.92  H34 1.153, C46 1.602, C51 1.601, H52 1.158

no.,Kohn-Sham gap (eV),lowest unoccupied orbital energy (eV),electronic energy (eV)
1,6.803,-1.2,-63484.7878
2,6.735,1.9,-70889.1541